Molecular formula: C5H24BNaO5
Method: DFT, the ωB97M-V functional and the def2-TZVPD basis

The geometry in XYZ format:
```
36
C5H24BNaO5 (the ωB97M-V functional and the def2-TZVPD basis)
Na 2.32 -1.13 1.81
B 0.50 -0.56 0.24
H 0.46 -1.63 0.13
H 1.55 -0.35 0.05
H -0.10 -0.09 -0.53
H 0.18 -0.19 1.20
C -0.93 -1.72 -2.88
O 0.44 -1.59 -2.49
H -1.41 -0.74 -2.96
H -0.93 -2.19 -3.87
H -1.58 -2.29 -2.23
H 0.41 -1.11 -1.66
C -2.52 1.19 -0.02
O -1.50 1.70 0.85
H -2.55 1.87 -0.88
H -2.36 0.18 -0.38
H -3.48 1.29 0.47
H -0.71 1.16 0.74
C -2.52 -2.24 1.51
O -1.85 -2.61 0.33
H -3.57 -2.53 1.43
H -2.08 -2.65 2.42
H -2.51 -1.16 1.56
H -1.05 -2.09 0.20
C 1.73 1.76 2.80
O 2.95 1.33 2.17
H 1.16 0.95 3.25
H 1.90 2.51 3.57
H 1.04 2.18 2.07
H 3.30 1.99 1.58
C 2.55 1.57 -1.94
O 1.33 1.78 -1.26
H 3.40 1.33 -1.31
H 2.48 0.69 -2.57
H 2.82 2.42 -2.57
H 1.12 0.95 -0.82
```

Calculated values
**2S+1**: 2
**Electronic energy**: -767.73352 a.u.
**⟨S²⟩**: 0.76
**Charge**: +1
**E_HOMO (alpha / beta)**: -12.96 / -12.59 eV

Molecular formula: C4H5NO2
Method: DFT, the ωB97M-V functional and the def2-TZVPD basis

The geometry in XYZ format:
```
12
C4H5NO2 (the ωB97M-V functional and the def2-TZVPD basis)
O 1.14 2.16 0.79
C 0.61 1.11 0.50
N 1.17 0.11 -0.36
C 0.53 -1.16 -0.13
C -0.87 -0.58 0.09
O -1.27 -0.44 1.36
C -0.87 0.76 0.61
H 0.36 0.27 -1.42
H 0.83 -1.72 0.76
H 0.59 -1.78 -1.02
H -0.57 -0.02 -1.73
H -1.66 1.48 0.45
```

Calculated values
**Energy relative to the best compared isomer or geometry (same formula, charge and spin)**: 735.9 kJ/mol
**Electronic energy**: -360.38914 a.u.
**E_HOMO (alpha / beta)**: -9.54 / -9.51 eV

Molecular formula: H30O15
Method: DFT, the ωB97M-V functional and the def2-TZVPD basis

The geometry in XYZ format:
```
45
H30O15 (the ωB97M-V functional and the def2-TZVPD basis)
H -0.56 0.30 0.30
H 0.94 0.29 0.49
H -2.30 -0.10 -0.55
H -3.73 -0.45 -0.17
H 0.31 -1.44 -1.54
H 0.67 -2.89 -1.82
H -4.70 1.16 1.20
H -4.69 1.03 -0.31
H 1.15 -4.51 -1.33
H 2.29 -3.68 -0.76
H -0.48 4.34 4.23
H -0.57 3.50 2.96
H 2.96 -3.19 3.91
H 3.16 -1.83 3.26
H 3.88 1.51 0.23
H 3.25 2.49 1.20
H 2.47 4.38 0.63
H 1.04 4.42 0.12
H 3.19 1.98 -2.50
H 2.82 2.15 -1.04
H -2.05 2.49 -1.58
H -1.45 1.63 -0.48
H 2.79 -1.87 -3.66
H 2.43 -0.86 -2.59
H -1.33 -1.63 1.47
H -1.11 -3.06 0.99
H -3.14 -3.98 2.62
H -3.29 -2.51 2.27
H -2.19 0.45 -4.67
H -1.40 0.54 -3.38
O 0.18 -0.29 0.45
O -3.22 0.16 -0.70
O -0.05 -2.33 -1.52
O -5.24 1.32 0.43
O 2.00 -4.12 -1.56
O 0.07 3.88 3.58
O 3.21 -2.28 4.11
O 3.04 1.73 0.64
O 1.78 3.82 0.26
O 2.73 2.57 -1.90
O -1.56 1.68 -1.43
O 2.84 -1.72 -2.71
O -1.07 -2.50 1.78
O -2.76 -3.11 2.80
O -2.30 0.52 -3.72
```

Calculated values
**Energy relative to the best compared isomer or geometry (same formula, charge and spin)**: 542.3 kJ/mol
**Electronic energy**: -1146.43352 a.u.
**E_HOMO**: -8.81 eV

Molecular formula: CO2
Method: DFT, the ωB97M-V functional and the def2-TZVPD basis

The geometry in XYZ format:
```
3
CO2 (the ωB97M-V functional and the def2-TZVPD basis)
O 1.17 0.22 0.00
C 0.00 0.07 0.00
O -1.17 -0.29 0.00
```

Calculated values
**Energy relative to the best compared isomer or geometry (same formula, charge and spin)**: 20.1 kJ/mol
**SMILES string**: O=C=O
**Electronic energy**: -188.61440 a.u.
**E_HOMO**: -12.98 eV

Molecular formula: C2H9N
Method: DFT, the ωB97M-V functional and the def2-TZVPD basis

The geometry in XYZ format:
```
12
C2H9N (the ωB97M-V functional and the def2-TZVPD basis)
C 1.81 -0.73 -1.77
H 1.74 -1.56 -2.51
H 2.67 -0.47 -1.22
H 1.08 -1.13 -1.02
H 1.36 0.22 -2.27
C -0.83 0.80 0.97
N -1.50 -0.14 1.98
H -0.08 1.34 1.46
H -1.41 1.73 0.52
H -0.55 0.26 -0.03
H -2.14 0.51 2.42
H -2.16 -0.83 1.47
```

Calculated values
**2S+1**: 2
**Energy relative to the best compared isomer or geometry (same formula, charge and spin)**: 106.3 kJ/mol
**Electronic energy**: -135.92957 a.u.
**⟨S²⟩**: 0.76
**Charge**: +1
**E_HOMO (alpha / beta)**: -15.63 / -15.63 eV

Molecular formula: C3H3N3O2
Method: DFT, the ωB97M-V functional and the def2-TZVPD basis

The geometry in XYZ format:
```
11
C3H3N3O2 (the ωB97M-V functional and the def2-TZVPD basis)
O 0.92 2.73 0.51
N 0.49 1.87 -0.41
C 0.39 0.66 -0.03
N 0.73 0.00 1.15
N 0.42 -1.28 1.36
C -0.41 -1.91 0.31
C -0.80 -1.26 -0.85
O -0.25 -0.07 -1.07
H 0.71 3.59 0.13
H -0.60 -2.95 0.51
H -1.62 -1.39 -1.61
```

Calculated values
**Energy relative to the best compared isomer or geometry (same formula, charge and spin)**: 601.6 kJ/mol
**SMILES string**: O/N=c1\nncco1
**Electronic energy**: -430.69185 a.u.
**E_HOMO**: -8.66 eV

Maximum force / eV/A: 4.1; 0.7; 4.0; 5.4; 6.7; 4.8